# 1
{"formula": "C42H57F5N2OPS2Si", "method": "wB97M-V/def2-TZVPD", "total_charge": 1, "energy_ha": -3745.65995, "elements": ["C", "O", "C", "C", "C", "C", "C", "C", "C", "C", "C", "N", "S", "C", "C", "C", "C", "C", "C", "C", "C", "N", "P", "S", "C", "F", "C", "F", "F", "C", "C", "Si", "C", "C", "C", "C", "C", "C", "C", "C", "H", "H", "H", "H", "H", "H", "H", "H", "H", "H", "H", "H", "H", "H", "H", "H", "H", "H", "H", "H", "H", "H", "H", "H", "H", "H", "H", "H", "H", "H", "H", "H", "H", "H", "H", "H", "H", "H", "H", "H", "H", "H", "H", "H", "H", "H", "H", "F", "C", "C", "C", "C", "C", "C", "H", "H", "H", "H", "H", "F", "C", "C", "C", "C", "C", "C", "H", "H", "H", "H", "H"], "coordinates": [[9.54700, -1.39733, 0.93975], [9.36597, -2.67541, 0.36633], [8.59679, -2.68518, -0.82017], [8.02836, -4.08296, -1.02520], [6.61044, -4.23993, -0.47844], [5.83481, -5.38983, -1.11725], [4.61632, -5.81261, -0.27459], [3.50319, -6.38905, -1.14564], [2.64850, -5.37473, -1.90970], [1.89129, -4.35957, -1.03091], [2.56598, -3.00937, -0.90409], [2.62610, -2.21865, -2.20544], [1.56319, -2.77132, -3.52725], [2.45665, -0.73177, -1.96053], [2.80463, 0.07584, -3.17501], [4.00150, -0.10962, -3.86783], [4.26872, 0.67396, -4.97978], [3.35154, 1.62562, -5.41665], [2.15413, 1.81053, -4.73530], [1.88701, 1.02807, -3.61752], [3.32299, -0.36902, -0.76349], [2.68981, -0.86023, 0.47350], [3.90543, -0.82806, 1.72269], [4.74309, 0.91388, 1.83060], [2.04131, -2.16462, 0.29327], [2.38022, -2.92628, 1.38638], [0.47939, -2.04878, 0.31540], [0.02423, -3.19405, 0.89447], [0.03053, -2.10295, -0.96668], [-0.08448, -0.88065, 1.08120], [-1.53583, -0.52063, 0.69418], [-2.91538, -1.09131, 1.88193], [-3.34811, 0.36763, 2.98800], [-2.51388, -2.62686, 2.88328], [-4.43510, -1.36521, 0.80498], [-4.73507, -0.40356, -0.16747], [-5.84198, -0.53628, -0.99969], [-6.65276, -1.65630, -0.87321], [-6.38048, -2.62771, 0.08335], [-5.27188, -2.47786, 0.90944], [10.59048, -1.24881, 1.20153], [9.24738, -0.58994, 0.27430], [8.95806, -1.30508, 1.84942], [9.22572, -2.38087, -1.66072], [7.79331, -1.94306, -0.73631], [8.71112, -4.73737, -0.49194], [8.09059, -4.32886, -2.08287], [6.67347, -4.40729, 0.59449], [6.07752, -3.30743, -0.67811], [5.49441, -5.11541, -2.11503], [6.51875, -6.22749, -1.21180], [4.28944, -5.02767, 0.40322], [4.95417, -6.62307, 0.36746], [3.99921, -7.03520, -1.86553], [2.83942, -7.02202, -0.56125], [1.89613, -5.93116, -2.46016], [3.26501, -4.88344, -2.66807], [1.88552, -4.76486, -0.02273], [0.85343, -4.28162, -1.32041], [3.60028, -3.21808, -0.64607], [3.57036, -2.30651, -2.58052], [0.57887, -1.86574, -3.39828], [1.41996, -0.53058, -1.71074], [4.71495, -0.84569, -3.52068], [5.18695, 0.53407, -5.52668], [3.54695, 2.23027, -6.28596], [1.44831, 2.55465, -5.05690], [0.95837, 1.16614, -3.08074], [3.45382, 0.70369, -0.75917], [4.31805, -0.81183, -0.91745], [3.28281, -1.18885, 2.91625], [4.86162, -1.79195, 1.36710], [-0.06025, -1.18343, 2.12546], [0.54248, -0.00083, 1.01265], [-1.80358, -0.84366, -0.30794], [-1.59776, 0.56427, 0.68147], [-3.56462, 1.26043, 2.41465], [-2.57196, 0.58763, 3.71950], [-4.25574, 0.11017, 3.53003], [-1.45847, -2.81471, 3.03955], [-3.01921, -3.48769, 2.45861], [-2.94913, -2.48518, 3.87174], [-4.11717, 0.47763, -0.27510], [-6.07348, 0.21950, -1.73140], [-7.50290, -1.77074, -1.52691], [-7.02999, -3.48213, 0.16559], [-5.05183, -3.21966, 1.66257], [-3.43469, 2.88606, 0.77925], [-4.01158, 4.10676, 0.91678], [-4.50364, 4.74073, -0.20439], [-5.09521, 5.98723, -0.05727], [-5.17835, 6.57863, 1.19593], [-4.67219, 5.91953, 2.30768], [-4.08553, 4.66921, 2.17348], [-4.42340, 4.26408, -1.17255], [-5.49241, 6.49736, -0.92415], [-5.63675, 7.55129, 1.30644], [-4.73310, 6.38015, 3.28424], [-3.69102, 4.13523, 3.02804], [-6.66584, 9.52482, 2.22839], [-7.96664, 9.44203, 2.58787], [-8.93348, 9.84621, 1.69070], [-10.26671, 9.75524, 2.06293], [-10.61080, 9.27256, 3.31814], [-9.61911, 8.87525, 4.20417], [-8.28308, 8.95514, 3.83919], [-8.64247, 10.22583, 0.72039], [-11.03819, 10.06291, 1.37039], [-11.65141, 9.20684, 3.60522], [-9.88487, 8.50271, 5.18402], [-7.49445, 8.64576, 4.51209]], "forces_ev_per_a": [[0.026, 0.134, 0.123], [-0.123, -0.061, 0.071], [0.131, 0.124, 0.145], [0.162, 0.498, 0.084], [0.267, -0.276, -0.513], [-0.224, 0.384, 0.675], [0.413, -0.649, -0.346], [-0.029, 0.347, 0.117], [-0.040, 0.018, -0.036], [0.370, -0.551, 0.208], [0.000, -0.126, 0.329], [-0.969, 0.486, 0.081], [0.046, -0.457, -0.582], [0.421, 0.761, 0.180], [-0.098, 0.010, -0.501], [-0.460, 0.351, 0.200], [-0.036, -0.037, -0.148], [-0.251, -0.072, 0.272], [0.462, -0.406, 0.289], [0.151, -0.012, -0.045], [-0.246, -0.427, -0.415], [0.910, -0.975, -0.031], [0.385, 1.827, 0.070], [-0.165, -0.309, -0.060], [-0.190, 0.286, -0.305], [0.039, -0.157, 0.256], [0.010, -0.072, 1.150], [-0.171, -0.287, -0.155], [-0.009, 0.272, -0.617], [-0.626, 0.302, -0.054], [0.004, -0.190, 0.350], [-0.410, 0.461, -0.186], [0.147, -0.524, 0.112], [-0.364, 0.485, 0.162], [0.193, -0.069, -0.191], [-0.299, -0.050, -0.070], [0.223, -0.319, 0.380], [-0.008, -0.041, 0.037], [0.244, 0.382, -0.145], [-0.032, 0.190, -0.016], [0.161, -0.086, -0.032], [0.007, 0.048, -0.211], [-0.151, -0.030, 0.171], [0.079, -0.010, -0.121], [-0.118, 0.020, -0.049], [0.053, -0.343, -0.077], [-0.196, -0.121, -0.159], [-0.144, 0.196, 0.200], [-0.217, 0.205, 0.253], [0.185, 0.075, -0.254], [-0.049, -0.277, -0.208], [-0.181, 0.270, 0.004], [-0.020, 0.008, 0.301], [-0.114, -0.222, -0.192], [-0.092, -0.050, 0.152], [-0.035, -0.070, -0.239], [0.042, 0.132, -0.078], [-0.092, -0.010, 0.213], [-0.111, 0.165, -0.136], [0.336, 0.166, -0.025], [0.011, -0.166, -0.121], [0.241, 0.127, 0.302], [-0.144, -0.300, -0.007], [0.253, -0.031, -0.103], [0.143, -0.010, -0.034], [0.193, 0.024, -0.145], [-0.162, 0.121, -0.094], [-0.101, -0.002, 0.068], [-0.046, 0.189, 0.316], [0.181, 0.114, -0.005], [-0.176, -0.452, -0.214], [-0.317, -0.496, 0.078], [0.256, -0.074, 0.198], [0.242, -0.034, -0.245], [0.129, -0.103, -0.146], [-0.120, 0.193, -0.053], [0.054, 0.134, -0.183], [0.091, 0.090, 0.074], [-0.106, -0.029, 0.172], [0.169, -0.179, -0.147], [0.253, -0.285, -0.156], [-0.059, 0.020, 0.149], [0.114, 0.116, 0.038], [-0.007, 0.130, -0.134], [-0.152, -0.030, -0.055], [-0.064, -0.197, 0.090], [-0.095, -0.201, 0.043], [0.053, -0.011, -0.083], [-0.102, 0.195, 0.026], [0.013, -0.087, -0.164], [0.030, -0.011, 0.117], [-0.033, 0.053, -0.016], [-0.018, -0.005, -0.107], [0.071, -0.092, 0.146], [-0.006, -0.019, 0.017], [0.007, -0.002, -0.018], [0.004, 0.005, 0.011], [-0.005, -0.008, 0.015], [0.010, -0.009, -0.019], [0.029, 0.005, -0.004], [-0.184, -0.011, 0.051], [0.040, 0.051, -0.161], [0.025, -0.040, 0.099], [-0.042, -0.002, 0.004], [-0.031, 0.032, -0.090], [0.118, -0.056, 0.105], [0.021, -0.007, 0.010], [0.005, 0.018, -0.014], [-0.001, 0.000, 0.004], [0.011, -0.014, 0.009], [0.012, 0.026, -0.012]]}

---

# 2
{"formula": "C3H3N3O", "method": "wB97M-V/def2-TZVPD", "de_lowest_kj_mol": 379.4, "elements": ["N", "C", "N", "N", "O", "C", "C", "H", "H", "H"], "coordinates": [[-0.84427, -1.20655, 1.72731], [-0.41064, -0.22887, 1.12345], [-0.68971, 1.63363, -0.45039], [-0.93835, 1.31377, -1.61428], [1.96314, -1.43569, -1.05771], [1.20560, -0.77866, -1.58713], [0.09715, 0.76446, 0.42858], [-1.39593, -0.98075, 2.55769], [-0.50206, 0.41444, -1.87826], [1.05582, 1.17996, 0.72835]], "forces_ev_per_a": [[0.110, 0.528, -0.433], [-0.200, -0.110, 0.063], [-0.082, 0.118, -0.245], [0.054, 0.050, 0.444], [-0.738, 0.636, -0.593], [1.219, -1.061, 0.408], [-0.108, -0.065, 0.234], [0.144, -0.043, -0.035], [-0.230, -0.001, 0.173], [-0.171, -0.051, -0.014]]}